Record 1
{
  "formula": "C31H58As2BrI2O9PtSi2",
  "method": "the ωB97M-V functional and the def2-TZVPD basis",
  "total_charge": 1,
  "e_tot_ha": -10231.4766,
  "spin_multiplicity": 5,
  "e_above_lowest_ev": 8.415,
  "fmax_ev_per_a": 12.66,
  "gap_ev": [6.5, 5.0],
  "species": ["Pt", "I", "C", "I", "H", "H", "C", "Si", "C", "C", "C", "H", "H", "H", "H", "H", "H", "H", "H", "H", "H", "H", "O", "C", "O", "C", "O", "C", "C", "As", "C", "C", "C", "As", "C", "C", "O", "O", "C", "C", "O", "O", "C", "C", "O", "O", "C", "H", "H", "H", "H", "H", "H", "H", "H", "H", "H", "H", "H", "H", "H", "H", "H", "H", "H", "C", "C", "C", "C", "Si", "Br", "C", "C", "C", "C", "C", "C", "C", "C", "H", "H", "H", "H", "H", "H", "H", "H", "H", "H", "H", "H", "H", "H", "H", "H", "H", "H", "H", "H", "H", "H", "H", "H", "H", "H", "H"],
  "xyz": [[0.00445, 0.08641, 0.04279], [2.67288, -0.67825, -0.41433], [3.71868, 1.05384, 0.00270], [1.93909, 2.03618, 0.43717], [4.25993, 1.46117, -0.84874], [4.39968, 0.97292, 0.84806], [-4.21767, -2.25408, -1.80348], [-2.93349, -0.92096, -1.56739], [-3.75055, 0.61875, -0.97412], [-2.07847, -0.57227, -3.18503], [-1.65809, -1.52074, -0.28361], [-4.95588, -1.91904, -2.54132], [-4.72216, -2.45643, -0.85010], [-3.73827, -3.17365, -2.16059], [-4.48587, 0.95265, -1.71714], [-3.00160, 1.38605, -0.83805], [-4.25959, 0.42801, -0.01949], [-2.81555, -0.23373, -3.92353], [-1.59663, -1.48102, -3.54715], [-1.32049, 0.21038, -3.04285], [-1.12814, -2.53078, -0.68635], [-2.18164, -1.72700, 0.67164], [-0.47203, -1.59838, -0.03837], [-3.19359, 0.98689, 5.52607], [-2.57039, 2.03618, 4.82866], [-2.13540, 1.89682, 3.58797], [-2.20760, 0.81321, 3.03082], [-1.48833, 3.03643, 2.87208], [-1.44123, 4.32135, 3.33428], [-0.43176, 5.90746, 2.56956], [-2.11457, 6.77881, 2.00509], [0.18914, 5.05423, 0.91563], [0.70579, 3.80270, 1.22542], [-0.64133, 2.37186, 1.20054], [-2.20624, 3.00940, 0.20601], [1.63875, 3.63403, 2.41175], [1.57040, 2.63904, 3.10617], [2.63322, 4.49768, 2.67111], [3.05586, 5.54523, 1.82858], [-0.37593, 5.38052, -0.40102], [-0.29553, 4.57615, -1.31060], [-0.80053, 6.62922, -0.68901], [0.00550, 7.75573, -0.44657], [-2.18677, 4.77960, 4.55420], [-1.66320, 5.58320, 5.28046], [-3.47442, 4.46446, 4.78492], [-4.42307, 4.22142, 3.77546], [-3.46907, 1.34460, 6.52117], [-2.50890, 0.13578, 5.62762], [-4.10177, 0.66685, 4.99860], [-2.67587, 7.06245, 2.90362], [-2.73048, 6.10403, 1.40410], [-1.91851, 7.69533, 1.44487], [-2.48186, 4.02828, 0.48890], [-3.04182, 2.35776, 0.46549], [-2.04900, 2.92858, -0.87157], [3.93539, 6.01508, 2.27750], [2.28620, 6.31751, 1.72185], [3.33326, 5.15347, 0.83983], [-0.54545, 8.65269, -0.74163], [0.92273, 7.69265, -1.04870], [0.28814, 7.84263, 0.61269], [-5.38205, 3.99359, 4.24874], [-4.15313, 3.37862, 3.12803], [-4.54529, 5.11778, 3.15183], [4.00357, -3.81124, -1.24861], [3.24115, -4.31665, -2.47970], [3.60734, -3.38949, -3.64984], [3.72334, -5.73832, -2.79931], [1.24280, -4.29472, -2.16425], [0.67279, -2.28172, -1.16064], [0.68352, -5.72956, -0.88067], [1.65661, -5.79630, 0.30741], [-0.71240, -5.42981, -0.30440], [0.65077, -7.10008, -1.57121], [0.23186, -4.36743, -3.89194], [0.33771, -3.02663, -4.63742], [0.77469, -5.47944, -4.80038], [-1.25958, -4.62773, -3.62953], [5.08351, -3.85267, -1.42751], [3.80637, -4.40786, -0.35745], [3.76303, -2.78512, -1.01690], [4.69453, -3.32002, -3.75772], [3.22944, -2.37390, -3.49887], [3.22325, -3.76087, -4.60087], [4.78932, -5.73215, -3.04794], [3.19417, -6.17418, -3.64885], [3.59973, -6.41156, -1.94928], [1.76681, -4.82501, 0.79931], [2.64599, -6.14250, 0.00522], [1.29467, -6.50349, 1.06048], [-0.72590, -4.49684, 0.26792], [-1.02184, -6.22712, 0.37884], [-1.47965, -5.35766, -1.07599], [1.60658, -7.35312, -2.03320], [-0.11660, -7.14823, -2.34616], [0.42067, -7.88759, -0.84669], [1.36794, -2.75418, -4.86594], [-0.10076, -2.20992, -4.07087], [-0.19761, -3.07764, -5.59138], [1.79854, -5.28073, -5.12106], [0.16762, -5.56151, -5.70743], [0.76243, -6.45579, -4.31179], [-1.68385, -3.89706, -2.93433], [-1.43525, -5.62692, -3.22740], [-1.83095, -4.56120, -4.56129]],
  "forces_ev_per_a": [[1.5, 9.8, 2.2], [3.3, -0.3, -0.1], [1.7, -0.2, -0.2], [3.1, 1.3, -2.8], [-0.3, -0.2, -0.2], [-0.3, -0.1, 0.1], [0.5, -0.2, 0.4], [0.1, 0.5, -1.1], [-0.3, -0.4, 0.1], [0.0, 0.1, 0.2], [-11.9, -3.5, -1.6], [0.1, 0.0, 0.2], [0.0, -0.1, -0.3], [-0.3, 0.1, 0.0], [0.1, 0.0, 0.2], [-0.3, -0.4, -0.4], [0.0, 0.2, -0.1], [0.2, -0.1, 0.1], [-0.2, 0.2, -0.1], [-0.1, -0.1, -0.2], [-6.2, -2.7, -2.1], [-0.4, -0.1, -0.4], [7.2, 1.1, 10.4], [-0.4, -1.2, 0.0], [0.8, 1.9, -0.1], [-0.2, -1.7, 0.1], [-0.1, 0.2, -0.4], [0.3, 1.0, 1.5], [-0.1, -1.6, -1.1], [-0.6, -0.1, 0.4], [-0.3, 0.1, 0.0], [-2.1, 1.9, -0.5], [1.1, -0.3, 1.7], [-3.3, 1.2, 1.4], [0.0, 0.5, -0.2], [-1.2, 0.4, 0.9], [-0.3, 0.4, 0.5], [-0.1, -0.3, 0.4], [0.0, 0.6, -0.8], [2.3, -0.2, -0.7], [-0.5, -0.3, 0.2], [-1.1, -0.2, 0.0], [0.8, 0.3, 0.3], [-0.3, 1.1, 0.0], [0.3, -0.4, 0.1], [0.1, 0.2, 0.5], [-0.2, -0.1, -0.9], [0.2, 0.2, -0.3], [-0.2, 0.2, -0.1], [0.3, 0.0, 0.1], [0.2, -0.1, -0.1], [0.1, 0.2, 0.0], [0.0, -0.2, 0.1], [0.2, -0.1, -0.1], [0.4, 0.3, 0.5], [0.1, 0.3, 0.2], [-0.2, -0.3, 0.1], [0.1, -0.1, 0.0], [-0.1, 0.2, 0.1], [0.0, -0.3, 0.1], [-0.2, 0.0, 0.1], [0.0, 0.1, -0.1], [0.3, 0.1, 0.1], [0.0, 0.1, 0.1], [0.0, -0.2, 0.1], [0.0, -0.5, 0.1], [-0.5, 0.4, 0.2], [-0.2, 0.0, -0.1], [-0.4, -0.2, 0.0], [0.8, -2.6, -1.2], [5.6, -7.1, -8.2], [0.0, 0.8, -0.1], [0.1, 0.1, -0.1], [0.0, 0.1, -0.2], [0.0, 0.1, -0.3], [0.1, 0.4, 0.6], [0.3, 0.0, 0.0], [0.3, -0.1, 0.2], [0.1, -0.1, 0.1], [0.0, 0.0, -0.1], [0.0, 0.0, 0.0], [0.1, -0.1, -0.1], [0.0, -0.1, 0.1], [0.0, 0.0, 0.0], [0.0, 0.1, 0.0], [0.0, 0.2, 0.0], [0.1, 0.0, 0.0], [0.0, 0.0, 0.0], [0.0, 0.0, 0.0], [0.0, 0.0, 0.0], [-0.1, 0.0, -0.1], [0.0, 0.0, 0.1], [0.1, 0.0, 0.0], [0.0, 0.0, 0.0], [0.0, 0.0, 0.0], [0.0, 0.0, 0.0], [0.0, 0.1, 0.1], [-0.1, 0.0, 0.0], [0.1, 0.0, 0.0], [0.0, -0.1, 0.1], [0.0, 0.0, 0.0], [-0.1, 0.1, 0.1], [0.0, 0.0, 0.0], [0.0, 0.0, 0.0], [0.0, 0.1, 0.0], [0.1, 0.1, 0.0]]
}

=====

Record 2
{
  "formula": "C58H66NO3PSi",
  "method": "the ωB97M-V functional and the def2-TZVPD basis",
  "e_tot_ha": -3161.0205,
  "smiles": "NP(O)[SiH2]CCCC(=O)O.c1ccccc1.c1ccccc1.c1ccccc1.c1ccccc1.c1ccccc1.c1ccccc1.c1ccccc1.c1ccccc1.c1ccccc1",
  "fmax_ev_per_a": 0.57,
  "gap_ev": 8.4,
  "species": ["N", "P", "O", "Si", "C", "C", "C", "C", "O", "O", "H", "H", "H", "H", "H", "H", "H", "H", "H", "H", "H", "H", "C", "C", "C", "C", "C", "C", "H", "H", "H", "H", "H", "H", "C", "C", "C", "C", "C", "C", "H", "H", "H", "H", "H", "H", "C", "C", "C", "C", "C", "C", "H", "H", "H", "H", "H", "H", "C", "C", "C", "C", "C", "C", "H", "H", "H", "H", "H", "H", "C", "C", "C", "C", "C", "C", "H", "H", "H", "H", "H", "H", "C", "C", "C", "C", "C", "C", "H", "H", "H", "H", "H", "H", "C", "C", "C", "C", "C", "C", "H", "H", "H", "H", "H", "H", "C", "C", "C", "C", "C", "C", "H", "H", "H", "H", "H", "H", "C", "C", "C", "C", "C", "C", "H", "H", "H", "H", "H", "H"],
  "xyz": [[3.20923, -1.11024, 1.42414], [2.16845, -1.90675, 0.29741], [3.25397, -2.96397, -0.37237], [0.99578, -3.20757, 1.75224], [-0.67012, -2.33405, 1.91146], [-1.42083, -2.34159, 0.57202], [-2.45423, -1.19400, 0.47828], [-3.23239, -1.26262, -0.81611], [-3.05589, -0.53764, -1.76015], [-4.15166, -2.25958, -0.89838], [2.95950, -0.12659, 1.40773], [4.18451, -1.19658, 1.15515], [3.00330, -3.06200, -1.30316], [1.70334, -3.25796, 3.05618], [0.82086, -4.58370, 1.22387], [-1.27402, -2.77976, 2.70734], [-0.43098, -1.29260, 2.17338], [-0.73036, -2.22103, -0.27140], [-1.93735, -3.29753, 0.43054], [-3.13496, -1.25145, 1.33693], [-1.93344, -0.23509, 0.51198], [-4.22147, -2.70875, -0.04384], [-4.22187, 5.05027, -3.19311], [-3.45483, 4.46699, -2.19398], [-3.53675, 3.10037, -1.96372], [-4.38553, 2.31303, -2.72870], [-5.15331, 2.89938, -3.72604], [-5.07184, 4.26533, -3.95972], [-4.15531, 6.11519, -3.37592], [-2.79140, 5.07871, -1.59573], [-2.93417, 2.64225, -1.18974], [-4.43973, 1.24867, -2.55270], [-5.81548, 2.28659, -4.32485], [-5.66927, 4.72022, -4.74031], [5.63642, -4.37723, -5.49365], [4.74946, -3.32766, -5.30204], [3.72836, -3.44500, -4.36922], [3.59755, -4.61249, -3.62971], [4.48307, -5.66360, -3.82177], [5.50282, -5.54515, -4.75474], [6.43337, -4.28543, -6.22008], [4.85133, -2.41911, -5.88099], [3.03416, -2.62655, -4.22258], [2.79798, -4.70878, -2.90407], [4.37790, -6.57323, -3.24512], [6.19446, -6.36355, -4.90654], [-1.30823, -4.25365, 6.66431], [-2.46137, -4.86906, 7.13156], [-3.20298, -5.68718, 6.29066], [-2.79207, -5.88979, 4.98036], [-1.64045, -5.27209, 4.51219], [-0.89770, -4.45493, 5.35381], [-0.72790, -3.61907, 7.32160], [-2.78284, -4.71268, 8.15363], [-4.10020, -6.16845, 6.65884], [-3.36832, -6.53078, 4.32544], [-1.31907, -5.43019, 3.48939], [0.00196, -3.97514, 4.98820], [-8.05919, -7.16208, 7.95343], [-7.35033, -6.09639, 7.41666], [-6.44861, -5.39548, 8.20562], [-6.25561, -5.75979, 9.53103], [-6.96666, -6.82378, 10.06829], [-7.86800, -7.52489, 9.27946], [-8.76096, -7.71021, 7.33820], [-7.50079, -5.81123, 6.38323], [-5.89433, -4.56504, 7.78625], [-5.55068, -5.21448, 10.14556], [-6.81846, -7.10669, 11.10240], [-8.42209, -8.35485, 9.69839], [8.96356, -0.99225, 2.98685], [7.67943, -1.32437, 3.39735], [6.81446, -1.96076, 2.51830], [7.23029, -2.26155, 1.22778], [8.51240, -1.92456, 0.81656], [9.37943, -1.29144, 1.69670], [9.63954, -0.49787, 3.67315], [7.35348, -1.08594, 4.40203], [5.81365, -2.22353, 2.83900], [6.55580, -2.76182, 0.54346], [8.83650, -2.15716, -0.18957], [10.38000, -1.03034, 1.37673], [9.20864, 3.14378, 3.70675], [8.05608, 2.40831, 3.94538], [7.14082, 2.84301, 4.89424], [7.37868, 4.01094, 5.60588], [8.53313, 4.74420, 5.36937], [9.44749, 4.31045, 4.41951], [9.92068, 2.80621, 2.96380], [7.87248, 1.49755, 3.39194], [6.24111, 2.26988, 5.07957], [6.66417, 4.35026, 6.34479], [8.72039, 5.65407, 5.92498], [10.34644, 4.88507, 4.23546], [-8.93601, 3.07005, -7.37794], [-8.17084, 2.49032, -6.37565], [-8.24794, 1.12404, -6.14574], [-9.09166, 0.33739, -6.91773], [-9.85936, 0.91747, -7.91788], [-9.78165, 2.28401, -8.14821], [-8.87172, 4.13577, -7.55885], [-7.51462, 3.10451, -5.77222], [-7.65038, 0.67108, -5.36470], [-9.15039, -0.72858, -6.73957], [-10.51932, 0.30468, -8.51826], [-10.38011, 2.73678, -8.92921], [15.29282, 7.38425, 3.52203], [14.92937, 7.15624, 2.20197], [13.79131, 6.41645, 1.91318], [13.01775, 5.90436, 2.94536], [13.38289, 6.12857, 4.26532], [14.52022, 6.86980, 4.55382], [16.17897, 7.96357, 3.74686], [15.53372, 7.55533, 1.39766], [13.50657, 6.23973, 0.88406], [12.12973, 5.32768, 2.71915], [12.78195, 5.72443, 5.07042], [14.80515, 7.04563, 5.58305], [-12.58250, 6.27724, -9.92064], [-13.33094, 6.46224, -11.07458], [-12.85766, 5.99243, -12.29197], [-11.63515, 5.33859, -12.35628], [-10.88457, 5.15649, -11.20305], [-11.35887, 5.62566, -9.98598], [-12.95284, 6.63968, -8.97044], [-14.28407, 6.97272, -11.02519], [-13.44237, 6.13582, -13.19145], [-11.26688, 4.97110, -13.30538], [-9.92925, 4.64932, -11.25283], [-10.77384, 5.48285, -9.08598]],
  "forces_ev_per_a": [[-0.2, 0.2, -0.1], [-0.2, 0.2, 0.0], [-0.2, -0.1, -0.3], [0.1, -0.1, 0.2], [0.2, 0.0, -0.3], [-0.3, 0.2, -0.1], [0.2, -0.2, 0.1], [0.1, 0.3, -0.4], [-0.1, -0.3, 0.4], [0.0, 0.1, 0.2], [0.3, 0.0, 0.1], [0.0, -0.1, 0.1], [0.4, 0.0, 0.2], [-0.1, -0.1, 0.0], [-0.1, 0.0, 0.0], [0.0, 0.2, 0.0], [-0.1, -0.2, 0.2], [0.0, -0.1, 0.1], [0.2, 0.0, 0.0], [0.0, 0.0, -0.1], [-0.1, -0.1, 0.0], [0.0, 0.0, -0.2], [0.0, 0.0, 0.0], [0.0, 0.0, 0.0], [0.0, 0.0, 0.0], [-0.1, 0.1, 0.0], [0.0, 0.0, 0.0], [0.0, 0.0, 0.0], [0.0, 0.0, 0.0], [0.0, 0.0, 0.0], [0.0, 0.0, 0.0], [0.0, 0.0, 0.0], [0.0, 0.0, 0.0], [0.0, 0.0, 0.0], [0.0, 0.0, 0.0], [0.0, 0.0, 0.0], [0.0, 0.0, 0.0], [0.0, 0.1, 0.0], [0.0, 0.0, 0.0], [0.0, 0.0, 0.0], [0.0, 0.0, 0.0], [0.0, 0.0, 0.0], [0.0, 0.0, 0.0], [0.0, -0.1, 0.0], [0.0, 0.0, 0.0], [0.0, 0.0, 0.0], [0.0, 0.0, 0.0], [0.0, 0.0, 0.0], [0.0, 0.0, 0.0], [0.0, 0.0, 0.0], [0.0, 0.0, 0.0], [0.0, 0.0, 0.0], [0.0, 0.0, 0.0], [0.0, 0.0, 0.0], [0.0, 0.0, 0.0], [0.0, 0.0, 0.0], [0.0, 0.0, 0.0], [0.0, 0.0, 0.0], [0.0, 0.0, 0.0], [0.0, 0.0, 0.0], [0.0, 0.0, 0.0], [0.0, 0.0, 0.0], [0.0, 0.0, 0.0], [0.0, 0.0, 0.0], [0.0, 0.0, 0.0], [0.0, 0.0, 0.0], [0.0, 0.0, 0.0], [0.0, 0.0, 0.0], [0.0, 0.0, 0.0], [0.0, 0.0, 0.0], [0.0, 0.0, 0.0], [0.0, 0.0, 0.0], [-0.1, 0.0, 0.0], [0.0, 0.0, 0.0], [0.0, 0.0, 0.0], [0.0, 0.0, 0.0], [0.0, 0.0, 0.0], [0.0, 0.0, 0.0], [0.0, 0.0, 0.0], [0.0, 0.0, 0.0], [0.0, 0.0, 0.0], [0.0, 0.0, 0.0], [0.0, 0.0, 0.0], [0.0, 0.0, 0.0], [0.0, 0.0, 0.0], [0.0, 0.0, 0.0], [0.0, 0.0, 0.0], [0.0, 0.0, 0.0], [0.0, 0.0, 0.0], [0.0, 0.0, 0.0], [0.0, 0.0, 0.0], [0.0, 0.0, 0.0], [0.0, 0.0, 0.0], [0.0, 0.0, 0.0], [0.0, 0.0, 0.0], [0.0, 0.0, 0.0], [0.0, 0.0, 0.0], [0.0, 0.0, 0.0], [0.0, 0.0, 0.0], [0.0, 0.0, 0.0], [0.0, 0.0, 0.0], [0.0, 0.0, 0.0], [0.0, 0.0, 0.0], [0.0, 0.0, 0.0], [0.0, 0.0, 0.0], [0.0, 0.0, 0.0], [0.0, 0.0, 0.0], [0.0, 0.0, 0.0], [0.0, 0.0, 0.0], [0.0, 0.0, 0.0], [0.0, 0.0, 0.0], [0.0, 0.0, 0.0], [0.0, 0.0, 0.0], [0.0, 0.0, 0.0], [0.0, 0.0, 0.0], [0.0, 0.0, 0.0], [0.0, 0.0, 0.0], [0.0, 0.0, 0.0], [0.0, 0.0, 0.0], [0.0, 0.0, 0.0], [0.0, 0.0, 0.0], [0.0, 0.0, 0.0], [0.0, 0.0, 0.0], [0.0, 0.0, 0.0], [0.0, 0.0, 0.0], [0.0, 0.0, 0.0], [0.0, 0.0, 0.0], [0.0, 0.0, 0.0], [0.0, 0.0, 0.0], [0.0, 0.0, 0.0]]
}

=====

Record 3
{
  "formula": "C2H5ISi",
  "method": "the ωB97M-V functional and the def2-TZVPD basis",
  "e_tot_ha": -666.2517,
  "e_above_lowest_ev": 3.276,
  "fmax_ev_per_a": 2.96,
  "gap_ev": [7.6, 7.4],
  "species": ["C", "C", "Si", "I", "H", "H", "H", "H", "H"],
  "xyz": [[-0.96301, -1.67699, -0.13145], [-1.02769, -0.39308, 0.14303], [1.08011, 1.59457, -0.04075], [2.74149, -0.19063, 0.14646], [-1.91302, -2.20596, -0.22956], [-0.11057, -2.36426, 0.05062], [-1.89720, 0.17932, 0.06729], [0.60807, 2.49671, 1.09270], [1.48183, 2.56033, -1.09833]],
  "forces_ev_per_a": [[0.4, -0.6, 1.3], [2.5, 1.1, -1.2], [-1.9, -1.5, 0.9], [0.1, 0.5, 0.2], [0.0, 0.0, -0.1], [-0.2, 0.8, -0.6], [-1.2, 0.8, 0.0], [0.6, -0.7, -0.3], [-0.2, -0.5, -0.2]]
}

=====

Record 4
{
  "formula": "FSr2",
  "method": "the ωB97M-V functional and the def2-TZVPD basis",
  "total_charge": 3,
  "e_tot_ha": -160.1463,
  "e_above_lowest_ev": 3.539,
  "fmax_ev_per_a": 1.29,
  "gap_ev": 4.4,
  "species": ["Sr", "Sr", "F"],
  "xyz": [[1.94469, 0.08538, 3.66975], [-2.59283, -0.45861, -3.68314], [0.64813, 0.37324, 0.01339]],
  "forces_ev_per_a": [[-0.3, 0.2, -1.2], [0.3, 0.1, 0.2], [0.0, -0.3, 1.1]]
}